Record 1
C28H73F6HfN5O17S2 as an isolated structure. Source: the OMol25 dataset; level of theory: ωB97M-V with the def2-TZVPD basis set.

Values from the calculation:
Energy relative to the best compared isomer or geometry (same formula, charge and spin): 38.13 kcal/mol

```
! RIJCOSX wB97M-V def2-TZVPD def2/J DEFGRID3
* xyz 2 1
Hf -2.935 4.018 -1.036
C -4.915 0.700 2.207
F -3.798 0.120 1.827
F -5.895 -0.158 2.231
F -4.735 1.277 3.367
S -5.362 2.062 0.932
O -5.930 1.381 -0.224
O -6.232 2.966 1.656
O -4.163 2.855 0.472
C -0.997 -0.508 -0.476
F 0.194 -0.989 -0.665
F -1.736 -0.388 -1.549
F -1.609 -1.244 0.423
S -0.786 1.300 0.234
O -1.800 2.108 -0.509
O -1.039 1.362 1.654
O 0.567 1.676 -0.085
C 2.904 -6.945 3.199
C 3.379 -5.497 3.251
C 2.277 -4.487 3.586
O 1.288 -4.468 2.571
C 0.441 -3.335 2.568
N 4.419 -5.321 4.264
H 1.814 -6.976 3.246
H 3.333 -7.567 3.982
H 3.107 -7.399 2.229
H 3.886 -5.184 2.336
H 2.686 -3.495 3.815
H 1.870 -4.724 4.580
H 0.888 -2.347 2.703
H -0.302 -3.467 3.364
H -0.163 -3.417 1.666
H 4.329 -5.856 5.116
H 4.690 -4.383 4.522
C -6.058 -1.958 -1.107
C -4.800 -1.368 -1.697
C -4.012 -2.251 -2.656
O -3.717 -3.429 -1.903
C -3.863 -4.631 -2.652
N -5.065 -0.077 -2.377
H -6.488 -1.322 -0.332
H -5.801 -2.881 -0.584
H -6.849 -2.188 -1.824
H -4.069 -1.127 -0.916
H -3.071 -1.801 -2.984
H -4.596 -2.512 -3.547
H -3.425 -5.498 -2.162
H -3.363 -4.616 -3.626
H -4.941 -4.756 -2.782
H -5.601 -0.355 -3.201
H -5.754 0.376 -1.782
C 5.711 0.929 -0.326
C 4.259 0.984 -0.776
C 3.516 -0.124 -0.001
O 3.991 -1.420 -0.412
C 3.633 -2.438 0.499
N 3.660 2.293 -0.463
H 6.258 0.009 -0.513
H 5.808 1.211 0.725
H 6.261 1.702 -0.874
H 4.152 0.887 -1.856
H 2.463 -0.126 -0.283
H 3.628 -0.001 1.079
H 3.719 -2.144 1.546
H 4.369 -3.231 0.329
H 2.703 -2.969 0.271
H 3.875 2.632 0.472
H 2.650 2.177 -0.395
C -0.801 -2.574 -6.276
C -0.020 -2.496 -4.974
C 0.938 -1.293 -5.057
O 1.729 -1.198 -6.236
C 2.622 -2.283 -6.358
N -0.883 -2.293 -3.842
H -0.104 -2.720 -7.098
H -1.526 -1.765 -6.365
H -1.381 -3.503 -6.332
H 0.593 -3.389 -4.810
H 1.534 -1.234 -4.134
H 0.417 -0.331 -5.027
H 3.272 -2.389 -5.485
H 3.141 -2.130 -7.305
H 2.174 -3.274 -6.517
H -1.755 -2.802 -3.937
H -0.516 -2.604 -2.951
C 2.018 3.268 2.773
C 2.626 4.623 3.106
C 3.516 5.141 1.970
O 4.565 4.252 1.728
C 5.566 4.687 0.815
N 1.497 5.554 3.392
H 1.162 3.073 3.424
H 2.674 2.421 2.971
H 1.600 3.304 1.765
H 3.254 4.640 4.001
H 3.911 6.069 2.400
H 2.898 5.201 1.065
H 5.141 4.836 -0.177
H 6.319 3.901 0.749
H 6.147 5.491 1.275
H 1.395 5.629 4.404
H 1.926 6.485 3.307
C -0.935 -0.726 5.538
C -0.358 0.207 4.479
O -1.298 1.283 4.324
O -2.281 -1.100 5.318
H -0.990 -0.162 6.475
H -0.302 -1.600 5.685
H -0.207 -0.331 3.535
H 0.617 0.661 4.662
H -1.353 1.436 3.366
H -2.703 -0.465 4.733
C -2.244 2.049 -3.748
C -3.710 1.859 -3.416
O -3.967 1.971 -2.026
O -1.770 3.258 -3.084
H -2.140 2.148 -4.828
H -1.611 1.236 -3.394
H -4.002 0.892 -3.832
H -4.303 2.571 -4.004
H -4.516 1.144 -1.833
H -1.052 3.603 -3.637
C 0.090 4.832 0.494
C -0.807 4.558 1.674
O -2.201 4.457 1.245
O -0.403 4.224 -0.705
H 1.116 4.507 0.690
H 0.291 5.900 0.346
H -0.652 5.332 2.426
H -0.528 3.599 2.113
H -2.631 4.500 2.118
H 0.344 4.212 -1.323
*
```

***

Record 2
C28H73F6HgN5O21S3Zn as an isolated structure. Source: the OMol25 dataset; level of theory: ωB97M-V with the def2-TZVPD basis set.

```
! RIJCOSX wB97M-V def2-TZVPD def2/J DEFGRID3
* xyz 0 1
Hg 2.196 2.435 -2.559
Zn 2.893 0.874 2.372
S 3.945 2.420 0.614
O 5.160 3.244 0.724
O 3.017 2.611 1.707
O 3.304 2.512 -0.690
O 4.211 1.026 0.971
C -0.817 -0.517 0.172
F -0.841 -1.342 1.252
F -1.400 -1.065 -0.836
F -1.370 0.671 0.488
S 1.017 -0.242 -0.241
O 1.129 0.662 -1.386
O 1.625 0.304 0.989
O 1.563 -1.573 -0.587
C -0.494 -0.389 4.673
F 0.338 -1.472 4.583
F -1.238 -0.337 3.585
F -1.226 -0.525 5.741
S 0.530 1.166 4.833
O 1.502 1.066 3.732
O -0.349 2.336 4.687
O 1.164 1.048 6.157
C 0.190 -4.320 -4.269
C 0.337 -3.385 -3.078
O 1.331 -3.801 -2.144
O -1.168 -4.217 -4.706
H 0.389 -5.354 -3.987
H 0.842 -4.076 -5.107
H -0.607 -3.496 -2.544
H 0.438 -2.335 -3.352
H 1.505 -3.099 -1.513
H -1.679 -4.698 -4.051
C 4.348 -1.118 3.626
C 4.449 0.135 4.601
O 4.287 1.359 3.846
O 3.123 -1.021 2.863
H 4.320 -1.986 4.284
H 5.234 -1.126 2.991
H 5.357 0.113 5.204
H 3.651 0.136 5.345
H 4.623 2.028 4.447
H 3.010 -1.855 2.402
C 5.214 -0.345 -3.299
C 3.824 -0.214 -2.643
O 2.862 0.393 -3.517
O 5.805 1.013 -3.327
H 5.190 -0.705 -4.328
H 5.795 -1.017 -2.669
H 3.765 0.317 -1.693
H 3.432 -1.221 -2.496
H 2.881 -0.105 -4.338
H 5.159 1.681 -3.571
C 0.418 2.213 -6.926
C 0.223 2.073 -5.369
C -0.004 0.565 -4.929
O -1.159 0.075 -5.653
C -1.522 -1.233 -5.370
N 1.349 2.747 -4.776
H 1.175 1.515 -7.284
H 0.819 3.183 -7.221
H -0.520 1.961 -7.420
H -0.702 2.596 -5.129
H -0.026 0.423 -3.849
H 0.849 0.021 -5.334
H -2.326 -1.609 -6.003
H -1.817 -1.328 -4.325
H -0.674 -1.900 -5.525
H 1.342 3.722 -5.040
H 2.115 2.408 -5.340
C -3.093 2.559 3.035
C -4.445 2.896 2.396
C -4.689 2.214 1.077
O -5.971 2.578 0.652
C -6.552 1.878 -0.428
N -5.407 2.424 3.414
H -2.732 1.553 2.822
H -2.970 2.748 4.101
H -2.311 3.207 2.640
H -4.622 3.963 2.263
H -4.575 1.134 1.178
H -3.964 2.526 0.325
H -6.650 0.843 -0.100
H -6.037 1.978 -1.383
H -7.580 2.229 -0.513
H -6.337 2.419 3.022
H -5.256 1.501 3.796
C -0.203 3.432 -0.005
C -1.052 3.262 -1.305
C -2.265 4.264 -1.348
O -2.925 3.990 -2.600
C -3.876 5.003 -2.921
N -0.128 3.593 -2.423
H 0.273 4.409 0.083
H 0.531 2.627 -0.060
H -0.787 3.202 0.886
H -1.286 2.203 -1.417
H -1.955 5.303 -1.461
H -2.967 4.090 -0.532
H -4.816 4.852 -2.390
H -4.033 5.074 -3.997
H -3.595 6.031 -2.690
H 0.083 4.576 -2.328
H -0.744 3.746 -3.209
C -4.296 -1.850 5.087
C -5.219 -1.553 3.916
C -4.566 -1.708 2.520
O -5.439 -1.360 1.486
C -4.865 -1.502 0.171
N -6.341 -2.472 4.020
H -4.715 -1.494 6.027
H -3.392 -1.291 4.845
H -4.158 -2.926 5.198
H -5.676 -0.572 4.048
H -4.141 -2.698 2.351
H -3.632 -1.148 2.550
H -4.391 -2.444 -0.104
H -4.160 -0.706 -0.070
H -5.625 -1.291 -0.582
H -7.036 -2.077 3.402
H -6.816 -2.307 4.896
C 4.802 -2.817 0.447
C 4.060 -3.879 1.269
C 4.894 -4.423 2.443
O 6.107 -4.865 2.035
C 6.970 -5.241 3.084
N 2.745 -3.293 1.547
H 5.709 -3.261 0.038
H 5.215 -2.005 1.045
H 4.301 -2.380 -0.417
H 3.795 -4.758 0.681
H 4.350 -5.118 3.083
H 5.064 -3.517 3.025
H 7.156 -4.509 3.870
H 7.874 -5.602 2.592
H 6.612 -6.181 3.504
H 2.213 -3.300 0.689
H 2.225 -3.789 2.257
*
```

***

Record 3
A 11-piece molecular cluster, C28H74Cl10O24P6 overall. Source: the OMol25 dataset; level of theory: ωB97M-V with the def2-TZVPD basis set.

Values from the calculation:
SMILES: COP(=O)(OC)OC.COP(=O)(OC)OC.COP(=O)(OC)OC.COP(=O)(OC)OC.COP(=O)(OC)OC.COP(=O)(OC)OC.ClCCCl.ClCCCl.ClCCCl.ClCCCl.ClCCCl

```
! RIJCOSX wB97M-V def2-TZVPD def2/J DEFGRID3
* xyz 0 1
C 3.083 2.207 3.764
O 3.454 3.360 3.052
P 2.717 3.934 1.770
O 1.325 4.236 2.139
O 3.662 5.152 1.428
C 3.282 6.309 0.659
O 2.940 2.812 0.642
C 2.196 2.994 -0.554
H 2.629 2.418 4.737
H 3.987 1.715 4.141
H 2.465 1.592 3.112
H 2.204 6.298 0.506
H 3.810 6.415 -0.285
H 3.491 7.203 1.243
H 2.560 3.668 -1.327
H 1.242 3.465 -0.264
H 1.755 2.057 -0.897
C 2.863 -1.227 -3.027
O 3.905 -1.735 -3.880
P 3.537 -2.310 -5.325
O 3.149 -1.335 -6.348
O 2.422 -3.424 -5.017
C 2.670 -4.451 -4.055
O 4.853 -3.155 -5.649
C 5.102 -3.528 -6.992
H 2.138 -1.988 -2.752
H 2.345 -0.433 -3.574
H 3.327 -0.647 -2.234
H 3.507 -4.209 -3.401
H 2.994 -5.319 -4.637
H 1.730 -4.703 -3.570
H 5.353 -2.669 -7.616
H 4.230 -3.942 -7.508
H 5.863 -4.301 -7.053
C -6.794 1.904 3.131
O -6.243 1.506 1.872
P -4.805 2.075 1.360
O -4.007 2.725 2.413
O -5.103 2.961 0.079
C -5.725 2.437 -1.064
O -4.163 0.761 0.731
C -3.971 -0.356 1.590
H -6.141 2.612 3.644
H -6.848 1.109 3.877
H -7.782 2.300 2.913
H -6.536 1.756 -0.785
H -5.055 1.870 -1.712
H -6.191 3.198 -1.690
H -2.948 -0.733 1.580
H -4.672 -1.177 1.441
H -4.106 -0.063 2.638
C -3.029 1.191 -3.278
O -4.020 0.812 -2.339
P -4.871 -0.517 -2.554
O -5.646 -0.695 -3.794
O -3.778 -1.691 -2.339
C -4.126 -3.089 -2.491
O -5.778 -0.601 -1.216
C -6.608 -1.737 -1.003
H -3.094 0.735 -4.272
H -2.015 0.913 -2.986
H -3.162 2.251 -3.484
H -4.980 -3.258 -3.143
H -4.188 -3.590 -1.529
H -3.241 -3.452 -3.012
H -6.927 -2.148 -1.963
H -7.490 -1.478 -0.422
H -6.099 -2.549 -0.481
C 1.480 1.431 -6.121
O 0.381 2.191 -5.595
P 0.563 2.644 -4.107
O 0.460 1.537 -3.122
O 2.009 3.436 -4.087
C 2.966 3.211 -3.075
O -0.510 3.833 -3.958
C -1.289 4.014 -2.776
H 2.075 2.023 -6.817
H 1.060 0.610 -6.696
H 2.216 1.036 -5.422
H 2.619 2.825 -2.109
H 3.397 4.176 -2.811
H 3.638 2.429 -3.437
H -2.353 4.033 -3.024
H -1.100 4.990 -2.335
H -1.272 3.183 -2.070
C -0.164 -1.747 -1.152
O -0.628 -1.694 0.199
P -0.080 -0.563 1.220
O -0.362 -0.899 2.618
O 1.470 -0.478 0.820
C 2.466 -0.809 1.790
O -0.677 0.826 0.674
C -0.852 1.839 1.654
H 0.294 -0.819 -1.498
H -1.061 -1.743 -1.782
H 0.371 -2.665 -1.379
H 3.139 -0.004 2.073
H 3.153 -1.575 1.419
H 2.067 -1.292 2.682
H -1.344 2.689 1.185
H 0.094 2.192 2.073
H -1.477 1.520 2.486
Cl 6.082 -0.056 1.933
C 5.821 1.120 0.584
C 6.968 2.112 0.514
Cl 6.510 3.491 -0.587
H 4.880 1.641 0.747
H 5.748 0.684 -0.412
H 7.896 1.743 0.087
H 7.226 2.484 1.504
Cl -0.031 -1.799 7.721
C 0.923 -1.554 6.184
C 0.788 -2.653 5.185
Cl 1.252 -4.244 5.819
H 1.917 -1.282 6.528
H 0.472 -0.650 5.774
H 1.418 -2.358 4.346
H -0.231 -2.758 4.821
Cl -4.438 -0.256 5.309
C -3.235 -0.203 6.668
C -2.497 1.137 6.674
Cl -1.393 1.125 5.257
H -2.625 -1.060 6.411
H -3.762 -0.301 7.615
H -1.999 1.358 7.615
H -3.202 1.944 6.484
Cl -1.229 -5.084 0.371
C -2.072 -4.339 1.734
C -3.339 -3.511 1.388
Cl -4.640 -4.740 1.242
H -1.381 -3.749 2.338
H -2.389 -5.163 2.368
H -3.148 -2.920 0.494
H -3.442 -2.829 2.228
Cl 3.352 -3.593 -0.218
C 3.982 -4.266 1.334
C 3.181 -3.749 2.525
Cl 1.502 -4.317 2.253
H 5.040 -4.032 1.464
H 3.974 -5.354 1.299
H 3.088 -2.669 2.521
H 3.638 -4.171 3.417
*
```

***

For reference, HOMO-LUMO gap by record: 1.309; 6.404; 10.493 eV.
For reference, E_LUMO by record: -10.137; -1.976; 0.218 eV.